Below is a molecular structure, C4H13N2 in a non-equilibrium geometry, with properties calculated with ωB97M-V with the def2-TZVPD basis set.

- DFT total energy (Eh) = -269.19944
- total charge = +1
- LUMO (eV) = -9.07
- maximum force (eV/Å) = 2.814
- 2S+1 = 1
- HOMO energy (eV) = -12.58

Last column: Löwdin charge in e.
Atoms and positions in Å:
C (3.813167, 1.411042, -0.215489)  -0.0842
N (-2.224936, 0.736122, 0.500480)  0.1051
C (-3.643798, 0.385341, 0.367951)  -0.1274
C (3.561839, 0.791775, 0.923425)  -0.0967
N (-0.701358, -0.872584, -0.657658)  0.1653
C (-0.041112, -2.116127, -0.829792)  -0.0736
H (3.915326, 0.852350, -1.150528)  0.0471
H (3.890270, 2.487211, -0.270132)  0.0483
H (-2.033169, 0.584159, 1.497990)  0.1089
H (-4.354988, 1.221193, 0.706265)  0.1324
H (-3.875276, -0.605622, 0.801518)  0.1029
H (-3.891628, 0.322753, -0.688934)  0.0733
H (3.607728, -0.285702, 1.082470)  0.0423
H (3.258951, 1.365338, 1.797836)  0.0459
H (-1.564813, -0.069936, 0.047286)  -0.0054
H (-1.114516, -0.600333, -1.559549)  0.1225
H (-0.714996, -2.923946, -1.169344)  0.1238
H (0.400616, -2.450696, 0.129461)  0.1072
H (0.778671, -1.959604, -1.578537)  0.1622

Atoms 1-6, force components in eV/Å:
C -0.1 -0.5 -0.6
N -0.9 -2.6 0.6
C -1.0 1.2 -1.0
C -0.4 0.0 0.7
N 2.0 0.6 -1.4
C -0.9 -0.9 2.1